Formula: C47H43GeMnN11O13S
Source: the Open Molecules 2025 dataset
Level of theory: ωB97M-V/def2-TZVPD

Each line ends with the Mulliken charge.
Atoms and positions in Å:
O -0.9672 0.5661 1.7259  -0.96
H 2.9317 0.1516 1.0533  0.01
C 4.1476 1.3742 3.3790  -0.17
C 4.9132 2.2471 4.1358  -0.69
C -5.7226 2.3419 -4.5923  -0.45
O 2.0093 -5.0522 -5.6336  -0.68
N 0.6641 1.8160 -3.1043  -0.19
H -1.9205 5.0965 -0.7337  0.37
C 2.7301 -2.7841 2.1078  0.12
H -5.7782 -0.5931 -6.2761  0.36
H -10.5465 -2.8877 -0.1271  0.36
C -5.6218 1.8492 -3.2982  -0.74
O 3.8447 -0.4283 -0.6343  -0.84
H -5.6235 -1.4612 -3.9810  0.45
H -5.5402 2.5423 -2.4678  0.25
C -1.0828 5.0461 -1.4312  -1.10
H 1.9471 -2.5716 1.3843  0.16
C -5.7815 1.4668 -5.6691  -0.49
H -4.5745 -2.5966 -1.4544  0.52
C -1.4214 -0.4223 2.4134  0.79
O 7.1984 -2.7360 -3.2819  -0.63
H -7.1356 3.7708 1.3236  0.37
C -4.3894 1.9879 2.2022  -0.34
C 3.4921 1.8680 6.0424  -0.67
C -5.5868 0.4776 -3.0507  0.55
C 4.6762 -3.2997 4.0344  -0.68
C -9.6057 -2.3967 -0.3475  -0.45
C 2.6719 -3.5238 -4.0334  -0.19
H -8.0946 -0.6010 -2.7830  0.23
C -2.7336 -1.4502 -1.6186  -0.94
C 3.9929 -3.7749 -4.3473  -0.34
C -4.3881 1.0714 1.1602  -0.39
N -0.6293 0.4386 -4.2619  -0.98
H -5.3734 3.6914 3.0614  0.38
C 3.4300 -3.9806 2.0946  -1.03
C -0.3692 3.0392 -0.1710  -0.07
O -1.1132 0.1985 -1.0528  0.99
C -9.4256 -1.7394 -1.5551  -0.66
O -3.1285 0.8928 -1.6956  -0.51
O -1.5166 -2.8444 2.2612  -0.82
N 0.7114 2.3507 0.2111  0.08
C 3.0638 0.7417 3.9700  -0.04
H 1.8391 0.5221 5.7108  0.45
H -3.6134 1.9174 2.9555  0.49
C 4.6115 -2.1636 -2.6402  -0.30
O -2.1409 -0.3312 3.4005  -0.82
C 4.5915 2.4882 5.4670  -0.36
H 5.4358 -3.4966 4.7814  0.37
C -5.3729 2.9668 2.2552  -0.59
H 5.1896 3.1778 6.0505  0.36
H -5.8463 1.8502 -6.6803  0.34
C 3.0210 -1.8450 3.0919  0.71
C -5.6534 -0.3879 -4.1422  -0.38
H -10.2285 -1.7124 -2.2834  0.38
H 4.9513 -5.1737 3.0289  0.35
C -8.5710 -2.4189 0.5796  -0.73
H 1.3149 -0.1392 -3.6459  0.71
H -3.0352 1.7423 -3.4168  0.21
H 1.6286 4.0554 -2.1578  0.29
N -0.4767 2.4289 -3.3260  -0.36
H -7.1567 2.1066 -0.4920  0.39
C -6.3610 3.0129 1.2788  -0.72
H 4.3634 1.2139 2.3290  0.27
H -4.0381 -1.8955 0.0508  0.57
S 2.0110 -0.3433 2.9971  0.44
C 3.9814 -2.0970 4.0606  -0.62
C 2.7167 0.9965 5.2873  -0.12
H 5.7540 2.7541 3.6793  0.40
N 6.3623 -3.3228 -3.9368  1.07
H 1.7122 5.1558 -0.7491  0.43
Mn 0.4154 0.0997 0.2877  0.40
C -4.1161 -1.7028 -1.0240  -1.44
C 2.8987 -0.9213 -1.2599  -0.77
H -5.7338 3.4118 -4.7626  0.37
Ge -5.4001 -0.2421 -1.2373  2.18
C -7.3687 -1.7879 0.2933  -0.53
H -3.5998 0.3277 1.1350  -0.05
H -0.6311 6.0376 -1.5011  0.36
N 2.0244 0.1509 1.5230  0.52
O -0.0564 -1.7550 0.9612  -0.52
C 3.2730 -1.9306 -2.3563  0.27
H 4.2671 -4.4807 -5.1133  0.60
C 1.3161 4.2076 -1.1231  -0.48
N -1.6084 2.7436 0.2353  -0.03
H -2.3420 2.7642 -0.4612  0.09
H 5.3623 -1.6252 -2.0797  0.70
O 1.6600 -0.7572 -1.1421  0.19
C 1.8076 3.0266 -0.2723  0.01
H -1.6229 1.9092 0.8355  0.29
N -1.2098 1.5913 -4.0003  1.23
N -2.5337 1.8903 -4.3060  -0.68
C -8.2151 -1.1125 -1.8338  -0.28
H -1.9837 -2.1152 -1.1893  0.34
H -2.8399 1.1521 -4.9327  0.45
C 2.2897 -2.6210 -3.0545  -0.45
H -6.5773 -1.8065 1.0364  0.36
O 2.9796 2.7800 -0.0882  -0.64
C -7.1622 -1.1255 -0.9202  -0.15
H -1.4565 4.7579 -2.4182  0.25
N 1.6358 -4.2582 -4.7862  1.12
H -8.7018 -2.9262 1.5282  0.39
C -0.9798 -1.8228 1.8520  0.56
O 0.4768 -4.0291 -4.5242  -0.61
N -0.1097 4.1119 -0.9441  0.35
H 3.2264 2.0735 7.0720  0.39
H 4.2007 -1.3616 4.8238  0.38
H 1.2495 -2.4481 -2.8116  0.79
C -5.3685 1.1059 0.1701  0.22
C 4.9424 -3.0755 -3.6273  -0.31
C 0.5526 0.6160 -3.6867  -0.46
C 4.4041 -4.2389 3.0507  -0.50
H 3.2060 -4.7167 1.3327  0.45
C -5.7431 0.0977 -5.4418  -0.84
C -2.2760 -0.0090 -1.4265  -0.08
C -6.3635 2.0791 0.2500  -0.38
O 6.6212 -4.1029 -4.8366  -0.66
H -2.7533 -1.6187 -2.7015  0.46

As for the total charge: -2. Its HOMO energy (alpha / beta) is -0.078 / -0.059 Ha. The orbital gap (alpha / beta) is 5.11 / 4.58 eV. The spin multiplicity is 2.